{"formula": "C37H49N7O7PRuS5Te2", "method": "the ωB97M-V functional and the def2-TZVPD basis", "e_tot_ha": -5312.4425, "homo_ev": [-9.34, -9.34], "charge": 1, "homo_lumo_gap_ev": [4.62, 4.58], "elements": ["H", "C", "C", "S", "H", "C", "C", "H", "C", "C", "C", "H", "C", "S", "Ru", "N", "H", "C", "H", "C", "H", "C", "O", "O", "O", "S", "H", "N", "H", "Te", "H", "H", "H", "S", "N", "H", "C", "H", "O", "C", "H", "H", "H", "C", "H", "O", "C", "C", "H", "H", "H", "H", "O", "C", "C", "C", "C", "H", "N", "H", "C", "H", "H", "H", "H", "C", "H", "C", "Te", "S", "N", "H", "H", "H", "H", "C", "H", "H", "C", "C", "C", "C", "H", "C", "C", "C", "C", "C", "H", "C", "P", "C", "N", "O", "H", "H", "H", "H", "H", "H", "H", "H", "H", "H", "H", "C", "H", "N", "C"], "coordinates": [[-3.985, 0.659, -5.698], [1.945, -1.625, 0.226], [3.051, -0.935, -1.594], [1.289, -2.831, 2.294], [3.458, 3.665, 3.144], [-0.965, 4.986, -1.431], [-3.424, -0.602, -4.073], [6.172, -0.660, 5.982], [-3.478, 0.764, -4.741], [-2.462, 6.758, -0.724], [4.391, -0.845, 4.979], [-4.406, 6.115, -0.127], [3.087, 3.245, 2.222], [3.927, 3.061, -1.749], [0.171, 0.291, -1.315], [1.897, -0.871, -0.859], [-2.963, -5.871, -3.885], [-2.643, 0.192, 0.447], [2.794, -6.603, 1.129], [-4.309, 3.480, -0.443], [4.175, -7.398, -0.675], [-3.876, -0.905, 2.371], [0.056, -2.924, 3.061], [-1.252, -1.319, -0.955], [-2.247, -2.979, -2.427], [3.067, -5.582, -1.823], [0.572, -5.753, 0.598], [1.208, -6.066, -0.124], [-4.025, 1.473, -4.121], [-1.826, 1.999, -1.885], [-2.106, 8.649, 0.218], [1.387, -0.316, 3.479], [-3.510, 1.063, 3.206], [0.642, -3.874, -1.486], [2.294, 2.040, -3.639], [0.423, 1.509, 0.998], [-2.747, 8.215, -0.549], [-5.161, 3.973, 0.018], [-2.822, -0.534, -2.780], [-1.752, -0.198, 3.340], [-4.632, 3.011, -1.375], [-3.650, -0.201, 4.424], [-2.851, -1.285, -4.715], [2.537, -2.096, 3.329], [5.521, -2.663, 4.791], [1.747, -4.090, 1.760], [3.697, -2.764, 3.683], [2.236, -7.006, 0.274], [5.141, 0.715, 6.086], [-0.444, 7.050, -1.355], [4.746, 3.965, 1.060], [-4.759, -0.484, 1.890], [-1.572, 0.853, 0.539], [0.378, 4.606, -1.967], [1.373, 2.027, 1.039], [3.141, -7.185, -0.937], [1.560, -5.169, -1.053], [0.297, 3.668, -2.522], [0.995, -1.720, 1.121], [-2.553, 8.750, -1.478], [-1.960, 4.029, -1.202], [-3.784, 8.379, -0.269], [-3.428, -5.298, -2.269], [2.767, -7.943, -1.625], [1.496, 1.479, -3.926], [-2.746, -1.056, 1.370], [-1.196, -2.035, 2.515], [3.297, 2.925, -0.121], [0.179, -1.015, -3.910], [3.492, -2.460, 0.387], [5.282, -0.236, 5.800], [-4.138, -1.875, 2.796], [2.959, 2.357, -4.322], [-2.831, -1.939, 0.736], [1.078, 4.483, -1.140], [1.882, 2.551, 2.211], [-1.721, -5.545, -2.655], [-2.475, 1.154, -4.922], [-1.222, 6.322, -1.173], [-3.434, 5.799, -0.481], [-3.207, 4.452, -0.708], [4.619, -2.145, 4.502], [1.772, -7.952, 0.563], [2.509, 2.206, -2.332], [-3.273, 0.023, 3.429], [3.812, 3.431, 1.058], [2.296, -0.811, 3.783], [-2.681, -5.228, -3.056], [3.024, 0.806, 4.983], [-2.586, -3.793, -3.542], [-1.599, -1.534, -2.386], [3.209, -0.189, 4.606], [-1.524, -1.092, 2.181], [-3.596, 0.466, -0.266], [3.864, -3.762, 3.310], [-3.963, 2.686, 0.215], [-3.553, -3.467, -3.942], [-1.353, -0.681, 4.230], [0.761, 5.378, -2.630], [-0.731, -0.788, 1.576], [-4.440, -0.990, -3.946], [-1.816, -3.694, -4.320], [3.124, -0.404, -2.529], [-1.234, 0.748, 3.183], [4.995, -1.917, -1.475], [4.022, -1.715, -1.082], [1.329, 2.434, 3.131], [1.682, 1.811, -1.395], [2.087, 2.218, -0.140]]}